Density functional theory data (ωB97M-V/def2-TZVPD) for a cluster of 17 separate species, C3H38O16 in total at a distorted geometry.

Structure (ORCA input):
```
! wB97M-V def2-TZVPD RIJCOSX def2/J DEFGRID3
* xyz 0 1
C -0.5751 0.3137 -1.5969
C 0.1158 0.0047 -2.8609
C -0.2748 0.4975 -4.0290
H -1.2362 -0.5165 -1.2734
H -0.0293 0.3363 -0.6504
H -1.4190 0.9947 -1.4933
H 0.9872 -0.6186 -2.7789
H 0.2869 0.4416 -4.9570
H -1.1964 1.0545 -4.1794
H -2.0301 -2.3286 1.6213
H -1.2187 -2.9207 2.7815
O -1.3431 -3.0217 1.8285
H 2.0272 0.3979 2.7011
H 1.8118 1.8708 2.4723
O 1.8025 1.1945 3.1614
H -1.0635 3.8228 -1.0510
H -0.3604 4.1044 -2.4590
O -0.2224 3.8726 -1.5411
H -3.6371 -1.0738 0.5485
H -2.4919 -0.1293 1.0224
O -2.7261 -1.0563 0.8605
H -0.0147 1.1440 3.5477
H -0.6622 2.4083 4.3128
O -0.6501 1.4580 4.2209
H 1.5054 -2.4639 -1.8363
H 1.1035 -3.5097 -2.9881
O 0.7930 -2.7806 -2.4426
H 1.4408 2.0644 -0.0241
H 1.0617 3.4679 -0.4180
O 1.5298 2.9742 0.2977
H 3.2271 -0.3103 -2.0442
H 3.3427 -1.9069 -1.6479
O 3.2316 -1.2216 -2.3324
H -2.2155 -0.5606 -2.9686
H -3.0174 -1.8657 -2.6078
O -3.0659 -0.9095 -2.6805
H -1.9053 1.5806 2.8275
H -1.3896 2.1108 1.4648
O -2.0665 1.5260 1.8717
H 1.6353 -0.7512 0.6314
H 2.6620 0.1871 -0.1090
O 1.9444 0.1678 0.5322
H 1.8901 -3.1041 0.2317
H 2.9152 -3.8861 -0.5769
O 2.7116 -2.9633 -0.3708
H 0.2607 3.1942 1.2768
H -0.4480 4.3940 1.8999
O -0.4033 3.4368 1.9863
H 0.4358 -2.7538 1.7040
H 1.5513 -2.7122 2.5782
O 1.3956 -2.4505 1.6632
H -2.7262 3.8608 0.7418
H -2.7850 2.4394 0.2141
O -2.4473 3.3136 0.0036
H -0.6574 -4.6075 -0.3931
H 0.3279 -3.7741 -1.1903
O 0.2564 -4.3318 -0.3807
*
```

Output
Kohn-Sham gap	9.417	eV
ΔE to the lowest compared entry with this formula, charge and spin	295.4	kJ/mol